# 1
# C6H9ClO

One molecule with the formula C6H9ClO (ωB97M-V/def2-TZVPD, OMol25).

Summary:
- SMILES = C/C=C/[C@H]1[C@@H](O)[C@@H]1Cl
- highest occupied orbital energy (eV) = -8.86
- E (hartree) = -769.386562
- Kohn-Sham gap (eV) = 9.722
- charge = 0
- energy relative to the best compared isomer or geometry (same formula, charge and spin) (kJ/mol) = 152.1

Geometry (Å):
1 C -0.8816 -2.7962 0.6035
2 C -0.9713 -1.4027 0.0941
3 C -0.1052 -0.4273 0.3253
4 C -0.3508 0.9647 -0.1348
5 C 0.6357 2.0572 0.1917
6 C 0.6439 1.4627 -1.1791
7 H -0.6042 -3.4964 -0.2228
8 H -1.7640 -3.1436 1.0696
9 H -0.0821 -2.8039 1.3560
10 H -1.8421 -1.0811 -0.4457
11 H 0.8017 -0.6537 0.8844
12 H -1.4159 1.2389 -0.4244
13 H 0.2898 3.0582 0.3180
14 H 2.4891 2.0945 0.5974
15 H 1.4883 0.8645 -1.4891
16 O 1.7542 1.6489 0.9768
17 Cl -0.0854 2.4153 -2.5209

Forces on the atoms, in the same order (eV/Å):
1.915 -0.052 -0.873
-0.366 0.595 0.180
-0.072 -0.166 0.529
-0.234 -0.264 -1.084
0.715 -1.148 -0.142
-0.921 0.895 -0.411
-0.265 0.354 0.661
-1.099 -0.291 0.372
-0.094 -0.324 -0.185
-0.597 -0.283 -0.315
-0.048 0.309 -0.072
1.511 -0.280 0.794
-0.177 0.550 0.178
1.169 0.566 -0.342
-0.119 -0.056 0.013
-1.805 -0.077 0.237
0.487 -0.329 0.459

# 2
# C6H9ClO

One molecule with the formula C6H9ClO (ωB97M-V/def2-TZVPD, OMol25).

Summary:
- SMILES = C=C[C@@]1(CO)C[C@@H]1Cl
- highest occupied orbital energy (eV) = -9.73
- E (hartree) = -769.388780
- Kohn-Sham gap (eV) = 10.618
- charge = 0
- energy relative to the best compared isomer or geometry (same formula, charge and spin) (kJ/mol) = 146.3

Geometry (Å):
1 C -0.5146 -0.7905 1.3070
2 C 0.5339 -0.0468 0.4656
3 C 0.6905 1.4206 0.7779
4 C 0.1254 0.9257 -0.5711
5 C 1.7989 -0.8446 0.2403
6 C 2.2322 -1.2402 -0.9279
7 H -1.6315 -1.4023 -0.0645
8 H -0.0759 -1.2703 2.1866
9 H -1.2192 -0.0439 1.6908
10 H 1.6608 1.9206 0.7889
11 H -0.0411 1.8920 1.4614
12 H 0.7457 1.0110 -1.4820
13 H 2.2234 -1.1910 1.1837
14 H 1.7502 -0.8421 -1.8582
15 H 3.0142 -2.0157 -1.0008
16 O -1.1145 -1.8410 0.6060
17 Cl -1.5710 1.1838 -0.9120

Forces on the atoms, in the same order (eV/Å):
0.591 0.299 0.251
0.954 -0.424 0.913
-0.659 0.631 -0.485
0.886 0.549 0.194
-1.307 0.205 1.115
0.260 -0.423 -1.505
-0.471 -0.112 -0.630
0.358 0.306 -0.094
-0.245 -0.169 -0.166
-0.189 -0.406 -0.143
0.399 -0.455 -0.503
-0.496 0.028 0.759
0.145 -0.111 -0.273
0.567 -0.717 0.845
-0.287 0.796 -0.177
-0.192 -0.009 0.002
-0.314 0.011 -0.105